[1]
Below is 8 unconnected molecules or ions with the total composition C5H27NO8S, with properties calculated with ωB97M-V with the def2-TZVPD basis set.

Summary:
* Kohn-Sham gap: 9.01 eV
* HOMO level: -9.0156 eV
* energy above the lowest of the compared OMol25 structures with the same formula, charge and spin: 101.1 kcal per mole
* SMILES: OCCCNCCS.O.O.O.O.O.O.O
* LUMO level: -0.01 eV

```
42
Properties=species:S:1:pos:R:3:forces:R:3:nbo_charge:R:1
C 0.42727 0.92621 2.73705 3.491 0.902 1.149 -0.436
C 1.31711 -0.33276 2.86263 -0.034 1.666 2.629 -0.068
O 2.49086 0.04418 3.57676 0.403 -0.444 0.910 -0.731
C 0.79165 1.61487 1.39440 -2.124 -1.743 -0.223 -0.226
N -0.44675 1.53797 0.51487 0.510 -0.525 0.114 -0.660
C -0.66727 2.56710 -0.52471 1.008 -2.054 -2.055 -0.227
C -1.83843 2.02464 -1.49562 0.541 3.350 -0.125 -0.511
S -3.56109 1.71867 -0.97861 -0.837 1.549 -1.014 -0.076
H 0.66110 1.62824 3.64789 -0.004 -1.316 -1.635 0.223
H -0.55952 0.71827 2.93318 -2.187 -0.508 -0.321 0.198
H 0.92532 -1.11749 3.50422 -0.485 -0.102 -0.461 0.203
H 1.63114 -0.63692 1.91610 0.010 -1.132 -1.680 0.152
H 3.13434 0.45930 3.01980 0.365 0.355 -0.610 0.461
H 1.05576 2.60183 1.64473 0.505 1.359 -0.465 0.204
H 1.59194 1.00715 0.89319 -0.262 1.166 0.436 0.182
H -0.28532 0.62610 0.02143 -0.610 1.268 0.320 0.344
H -1.00877 3.53937 -0.23728 -0.039 0.391 1.118 0.202
H 0.37487 2.71180 -1.07446 -2.284 -0.145 0.337 0.198
H -1.62434 1.13006 -1.98202 1.249 -1.256 -1.027 0.185
H -2.02554 2.88043 -2.31675 0.474 -2.073 1.708 0.240
H -3.66549 1.00183 0.10188 0.865 -0.706 1.122 0.142
H -1.82249 -1.22017 -2.25385 -0.070 3.328 0.860 0.469
H -2.26999 -2.15592 -3.25363 -1.945 -0.384 -3.662 0.475
O -1.84487 -2.10303 -2.46474 1.979 -2.848 2.952 -0.938
H 0.38814 -1.58602 -2.97385 0.792 1.254 -2.044 0.502
H 1.16379 -1.13584 -4.35232 0.356 -0.902 -0.434 0.495
O 0.75662 -0.83316 -3.55485 -1.548 -0.148 2.496 -0.990
H -1.54158 -1.08019 2.90683 -0.266 0.258 -0.556 0.468
H -1.77818 -2.24846 3.80361 -0.105 -0.893 0.197 0.465
O -1.63305 -1.31320 3.82187 0.536 -0.198 0.911 -0.933
H 2.02818 0.49224 -2.57129 2.330 2.459 0.900 0.513
H 3.43536 1.40142 -2.65954 -0.499 -0.458 -0.132 0.476
O 2.63293 1.25745 -2.13912 -2.001 -2.164 -0.847 -0.999
H -2.99482 0.86188 3.53644 -0.172 2.653 6.719 0.463
H -2.11678 0.86395 2.28584 -0.963 0.271 0.431 0.481
O -2.93070 0.54967 2.73555 0.539 -2.102 -8.019 -0.944
H 3.63308 -2.19120 -2.17275 -2.683 -0.883 -2.384 0.474
H 2.03866 -2.27892 -2.49483 0.878 -0.331 0.117 0.485
O 2.90898 -2.46070 -2.89359 2.575 0.934 2.244 -0.971
H -0.18552 -3.37070 -1.42599 -0.148 -1.116 -0.521 0.507
H 0.76747 -4.47448 -2.19337 -0.555 -1.847 -0.434 0.497
O 0.64590 -3.62547 -1.84512 0.413 3.116 0.978 -0.993
```
Positions in Å, forces in eV/Å.

=====

[2]
Below is a molecular structure, C30H25F6IMnN7O2SSb, with properties calculated with ωB97M-V with the def2-TZVPD basis set.

Summary:
* expectation value of S²: 2.048
* Kohn-Sham gap (alpha / beta): 6.58 / 6.72 eV
* HOMO level (alpha / beta): -15.8928 / -15.9974 eV
* spin multiplicity: 3
* total charge: +3
* LUMO level (alpha / beta): -9.31 / -9.28 eV

```
74
Properties=species:S:1:pos:R:3:forces:R:3:mulliken_spin:R:1
Mn 0.45462 -2.21735 -1.92248 -1.237 -1.287 0.016 2.119
C -0.67366 8.44538 6.61686 0.125 0.300 0.110 0.000
O -0.92036 7.08350 6.19634 -0.147 -0.015 0.104 0.000
C -0.12442 6.45072 5.40753 0.146 -0.138 -0.188 0.000
C -0.48942 5.09023 5.14021 -0.105 -0.153 0.070 0.000
C 0.26492 4.32768 4.32450 0.022 0.058 -0.052 0.000
C 1.42801 4.89713 3.69933 -0.385 -0.400 -0.003 0.000
C 1.78818 6.25315 3.97739 0.098 -0.004 -0.050 0.000
C 1.03971 7.01069 4.81628 0.126 0.175 0.029 0.000
N 2.18198 4.24249 2.84420 0.626 1.029 -0.283 -0.003
N 2.29267 3.08733 2.48696 -0.014 -0.917 0.316 -0.006
C 2.19249 2.24681 1.52582 -0.316 0.540 -0.131 0.001
C 2.76936 0.92838 1.69621 0.175 -0.218 0.059 -0.005
C 2.49793 -0.06445 0.83870 0.124 -0.018 0.190 0.003
C 1.59846 0.12937 -0.27995 0.150 -0.126 0.035 -0.008
O 1.31815 -0.85034 -0.98152 0.213 1.137 0.367 0.038
C 1.10916 1.49849 -0.56792 -0.013 0.225 -0.012 0.006
N 0.39886 1.67716 -1.68204 0.008 -0.253 -0.055 -0.001
C 0.02999 2.90648 -2.00228 -0.011 -0.016 -0.021 0.000
C 0.37436 4.02766 -1.24693 0.048 -0.014 -0.040 -0.002
C 1.08730 3.84448 -0.08291 -0.006 0.051 0.092 0.001
C 1.45276 2.55328 0.29003 -0.082 -0.265 -0.053 0.000
H -1.58021 8.75896 7.11884 -0.039 -0.042 -0.001 0.000
H -0.47505 9.09530 5.76684 -0.076 -0.096 -0.068 0.000
H 0.16116 8.46627 7.31536 0.013 -0.083 -0.018 0.000
H -1.37182 4.70067 5.63011 0.003 0.042 0.005 0.000
H 0.00667 3.29507 4.12534 -0.003 0.005 0.037 0.000
H 2.67772 6.65453 3.50732 -0.021 -0.017 0.011 0.000
H 1.33586 8.02722 5.03231 -0.042 -0.031 0.010 0.000
H 3.42854 0.76400 2.54005 -0.080 0.043 0.042 0.000
H 2.91968 -1.05322 0.96893 -0.065 -0.018 -0.003 0.000
H -0.55498 3.00980 -2.90816 0.003 0.044 -0.001 0.000
H 0.09841 5.01982 -1.57645 -0.046 -0.031 -0.012 0.000
H 1.37532 4.70032 0.51449 -0.033 -0.023 0.035 0.000
C -3.02255 -2.76093 1.78985 0.050 0.114 0.219 -0.002
N -2.93288 -3.59174 0.59517 0.103 0.056 -0.066 0.001
C -3.53830 -4.81930 0.44119 -0.022 -0.144 -0.043 0.001
C -3.10378 -5.33907 -0.71377 -0.066 -0.056 0.084 -0.001
N -2.22072 -4.42035 -1.28578 0.074 0.056 0.081 0.005
C -2.13839 -3.35293 -0.44959 -0.165 -0.163 -0.166 0.021
S -1.34982 -1.84389 -0.64135 0.364 0.172 -0.195 -0.108
C -1.38512 -4.74093 -2.39042 0.064 0.007 -0.045 -0.005
C -1.57864 -5.96180 -3.02361 -0.078 -0.017 0.012 -0.003
C -0.70697 -6.37998 -4.00768 -0.047 0.051 0.004 0.005
C 0.33143 -5.54236 -4.37445 0.035 0.010 -0.016 -0.004
C 0.41719 -4.32393 -3.75016 -0.025 -0.094 -0.153 0.015
N -0.40901 -3.90551 -2.76845 0.362 0.247 -0.042 -0.030
H -3.90745 -3.04478 2.35094 -0.038 -0.026 -0.067 0.000
H -3.08810 -1.71103 1.52018 -0.076 -0.013 -0.056 0.001
H -2.13946 -2.91960 2.40894 0.013 -0.033 -0.061 0.000
H -4.21666 -5.23644 1.16514 0.004 0.100 0.031 0.000
H -3.36112 -6.28385 -1.14781 0.069 0.005 -0.011 0.000
H -2.39512 -6.60405 -2.74337 0.023 -0.019 -0.018 0.000
H -0.83952 -7.34558 -4.47643 -0.014 -0.001 0.015 0.000
H 1.06282 -5.82317 -5.11846 -0.039 0.027 -0.021 0.000
H 1.20510 -3.64311 -4.03717 -0.023 0.015 0.036 -0.005
F 1.26347 -3.43481 -0.81342 0.281 -0.034 0.120 -0.003
Sb 1.62447 -5.07788 0.58228 -0.954 1.082 -0.713 0.008
F 3.37305 -4.68069 0.08254 -0.030 -0.200 0.207 0.000
F 1.35525 -6.02235 -1.02373 0.199 -0.130 0.331 0.000
F 1.84936 -6.40423 1.83577 0.083 -0.099 -0.105 0.000
F -0.28282 -4.99116 0.64930 0.369 -0.201 0.164 -0.001
F 1.57876 -3.60270 1.75002 0.227 -0.233 0.013 0.000
I 2.88244 -1.46243 -3.65726 -0.345 0.050 -0.085 -0.007
C 1.00614 -0.66439 -4.21159 0.382 -0.089 0.083 0.015
C 0.90341 0.19541 -5.28323 0.012 -0.003 -0.057 -0.006
C -0.35834 0.66521 -5.61976 0.008 -0.014 0.061 0.008
C -1.45299 0.26051 -4.86753 0.038 0.061 -0.095 -0.004
C -1.25589 -0.60000 -3.80969 -0.192 -0.098 0.081 0.016
N -0.03997 -1.06312 -3.48121 0.217 0.159 -0.101 -0.061
H 1.78507 0.47732 -5.84095 -0.023 0.002 -0.017 0.000
H -0.47849 1.33469 -6.46197 -0.015 -0.008 0.013 0.000
H -2.45040 0.60494 -5.10192 0.001 -0.040 0.015 0.000
H -2.07779 -0.94696 -3.19987 0.015 0.017 0.029 -0.001
```
Positions in Å, forces in eV/Å.

=====

[3]
Below is 2 unconnected molecules or ions with the total composition C11H12NO2, with properties calculated with ωB97M-V with the def2-TZVPD basis set.

Summary:
* Kohn-Sham gap: 7.67 eV
* HOMO level: -4.4675 eV
* total charge: -1
* energy above the lowest of the compared OMol25 structures with the same formula, charge and spin: 18.7 kcal per mole
* LUMO level: 3.21 eV

```
26
Properties=species:S:1:pos:R:3:forces:R:3:nbo_charge:R:1
C 0.80819 -1.95471 -4.77717 -0.542 -0.072 0.756 -0.743
C 1.45709 -1.57353 -3.42204 0.289 -0.166 -0.429 0.767
O 1.34845 -0.37359 -3.06379 -0.306 0.090 0.477 -0.820
O 2.08188 -2.49307 -2.85900 -0.093 -0.049 0.331 -0.783
H 0.32206 -1.07414 -5.20143 0.427 -0.114 -0.453 0.199
H 0.01340 -2.69324 -4.61117 0.145 0.007 0.141 0.196
H 1.57318 -2.46681 -5.35690 -0.067 0.338 -0.442 0.207
C -1.45466 3.18012 1.02403 0.051 0.217 1.107 -0.624
C -0.31586 1.42974 -0.38192 -0.311 0.818 0.063 0.002
C -0.74059 1.88310 0.83703 0.733 -0.024 0.170 -0.127
C 0.13162 -0.21560 1.01187 -0.551 -0.136 0.024 0.137
C -0.39294 0.84856 1.77218 -0.285 -0.373 0.275 -0.097
C 0.46412 -1.44284 1.59348 1.047 0.078 -0.057 -0.229
C -0.61402 0.63683 3.15229 -0.358 0.518 -0.717 -0.209
C 0.32174 -1.57431 2.95157 -1.592 -0.137 0.587 -0.236
C -0.43864 -0.62083 3.68093 0.868 0.519 -0.178 -0.250
N 0.14289 0.15483 -0.30883 0.782 -0.503 0.337 -0.516
H -0.30796 2.05296 -1.26194 0.021 -0.524 -0.391 0.213
H 0.73872 -0.31933 -0.98644 -0.208 0.276 -0.702 0.471
H -1.30937 3.67733 1.99589 0.265 -0.501 0.049 0.201
H -2.53965 3.03764 0.98250 0.062 0.248 -0.476 0.205
H 0.89926 -2.23298 0.99803 0.183 0.007 -0.072 0.228
H -0.87436 1.51128 3.73961 -0.698 -0.299 0.204 0.197
H 0.65508 -2.42615 3.53223 -0.112 -0.378 -0.494 0.201
H -0.90838 -0.86978 4.62200 0.677 0.062 0.471 0.198
H -1.06124 3.91853 0.33700 -0.426 0.098 -0.580 0.214
```
Positions in Å, forces in eV/Å.

=====

> What is the formula in the first record?

C5H27NO8S